(1)
ORCA calculation (the ωB97M-V functional and the def2-TZVPD basis) on a cluster of 2 separate species, C3H10N2O in total.

As for the SMILES: CC/C=N\O.N. Its HOMO-LUMO gap is 10.82 eV. The energy above the lowest of the compared OMol25 structures with the same formula, charge and spin comes out at 2.170 eV. The total energy comes out at -8299.3341 eV. The HOMO energy comes out at -9.861 eV. As for the strongest force on any atom: 1.3 eV/A. The molecular weight comes out at 90.13 Da.

```
! RIJCOSX wB97M-V def2-TZVPD def2/J DEFGRID3
* xyz 0 1
H 2.01787 1.69583 0.48694
N -2.16018 0.45547 0.50871
H -0.69743 -2.64517 -1.92129
O -0.27566 -2.14631 -1.20333
H -2.18435 1.08721 -0.28209
C 1.07568 -0.24777 0.35312
H 0.97932 0.80456 -1.59707
H 0.29381 -0.81373 0.86228
N 0.10507 -0.94172 -1.81552
H -2.07404 -0.49213 0.13927
H 1.99243 -0.84621 0.40231
C 1.28441 1.09554 1.03488
H -3.05173 0.51667 0.98137
C 0.70700 -0.11161 -1.08440
H 1.64994 0.95216 2.05313
H 0.33786 1.63721 1.08169
*
```

Löwdin population analysis, charges in e, atoms 1 to 2: 0.071, 0.032

***

(2)
ORCA calculation (the ωB97M-V functional and the def2-TZVPD basis) on a cluster of 2 separate species, C3H10N2O in total.

As for the SMILES: C=CO.NCN. Its HOMO-LUMO gap is 10.07 eV. The energy above the lowest of the compared OMol25 structures with the same formula, charge and spin comes out at 2.051 eV. The total energy comes out at -8299.4526 eV. The HOMO energy comes out at -9.295 eV. As for the strongest force on any atom: 1.8 eV/A. The molecular weight comes out at 90.13 Da.

```
! RIJCOSX wB97M-V def2-TZVPD def2/J DEFGRID3
* xyz 0 1
H -0.26831 -5.33387 1.99248
H 2.43964 3.99108 -1.49041
C 1.47736 3.49060 -1.43148
H 1.65244 3.91417 0.60103
H 0.42691 5.25375 -1.65488
O -0.75972 -3.49827 1.20719
H 0.06229 -3.42962 0.71309
C -1.10148 -4.78968 1.56760
N 1.21061 3.21975 0.01155
H -2.69716 -6.15087 1.77000
H 1.55196 2.30460 0.27434
H 1.45297 2.54134 -1.92593
H -3.16534 -4.64211 0.96959
C -2.36034 -5.16128 1.47375
H -0.42837 3.95806 -2.02774
N 0.50653 4.33235 -2.05017
*
```

Löwdin population analysis, charges in e, atoms 1 to 2: 0.105, 0.098

***

(3)
ORCA calculation (the ωB97M-V functional and the def2-TZVPD basis) on a cluster of 2 separate species, C3H10N2O in total.

Its HOMO-LUMO gap (spin up / spin down) is 10.19 / 5.11 eV. The energy above the lowest of the compared OMol25 structures with the same formula, charge and spin comes out at 1.893 eV. The total energy comes out at -8291.7360 eV. The expectation value of S² is 0.754. The HOMO energy (spin up / spin down) comes out at -13.539 / -13.536 eV. As for the strongest force on any atom: 3.0 eV/A. The molecular weight comes out at 90.13 Da.

```
! RIJCOSX wB97M-V def2-TZVPD def2/J DEFGRID3
* xyz 1 2
N 0.47060 -0.05084 -1.83790
H -0.98112 -1.52887 -2.03372
C -0.45768 1.01759 -2.01490
H -0.96905 -1.42588 1.38970
N -0.24697 -0.89242 1.84734
O 0.65081 1.06666 2.52566
H 0.42332 -1.65631 -3.13276
H 0.75270 -2.11097 -1.59316
H 0.90871 -0.05846 -0.90794
C -0.22081 0.46526 1.94738
H -0.92749 0.85660 -2.98090
H 0.35534 -1.41677 2.46498
C 0.10133 -1.41258 -2.10423
H -1.22380 0.95314 -1.22199
H -0.06964 2.03445 -1.91608
H -0.96060 1.03765 1.36991
*
```

Löwdin population analysis, charges in e, atoms 1 to 2: 0.077, 0.128

***

(4)
ORCA calculation (the ωB97M-V functional and the def2-TZVPD basis) on a cluster of 2 separate species, C3H10N2O in total.

Its HOMO-LUMO gap (spin up / spin down) is 11.62 / 5.53 eV. The energy above the lowest of the compared OMol25 structures with the same formula, charge and spin comes out at 3.261 eV. The total energy comes out at -8290.3682 eV. The expectation value of S² is 0.758. The HOMO energy (spin up / spin down) comes out at -14.871 / -14.178 eV. As for the strongest force on any atom: 2.1 eV/A. The molecular weight comes out at 90.13 Da.

```
! RIJCOSX wB97M-V def2-TZVPD def2/J DEFGRID3
* xyz 1 2
C -0.15660 -2.00640 1.49004
C 1.85566 -1.12260 0.67636
H -1.26793 2.98449 -0.52905
H -2.32819 2.26548 -1.49312
H 2.43363 -1.75048 1.34024
N -1.34963 2.56767 -1.46064
C -0.44366 1.45295 -1.54806
H -1.15786 -1.58269 1.49679
H 0.29118 -1.91976 2.46887
N 0.62177 -1.25837 0.47411
H -0.26179 -3.05431 1.21296
H -0.57769 0.86094 -2.45169
H 0.56803 1.86441 -1.50473
H 0.09316 0.32736 0.03750
H 2.40933 -0.31216 0.20211
O -0.72941 0.68348 -0.41171
*
```

Löwdin population analysis, charges in e, atoms 1 to 2: -0.057, 0.019

***

Among the records above, which one has the highest energy above the lowest of the compared OMol25 structures with the same formula, charge and spin? number 4

***

The highest strongest force on any atom belongs to which entry? number 3